Entry 1:
The following is a quantum chemistry calculation of a 2-piece molecular cluster, C3H3I2N overall, from the OMol25 dataset.

ORCA input file:
```
! RIJCOSX wB97M-V def2-TZVPD def2/J DEFGRID3
* xyz 0 1
I 2.722 -1.605 -0.785
I 0.417 1.356 -2.283
N -0.269 -1.982 1.707
C -0.252 0.198 -0.651
C 0.539 -1.360 1.189
C 1.414 -0.553 0.385
H 1.783 0.353 0.937
H -0.685 -0.849 -0.737
H -0.574 0.697 0.269
*
```

LUMO energy	-0.1	eV
energy above the lowest of the compared OMol25 structures with the same formula, charge and spin	42.0	kcal/mol
maximum force	0.0829	hartree/bohr
HOMO energy	-9.3	eV
HOMO-LUMO gap	0.340	Ha

These are the Mulliken partial charges, in e, on atoms 1 to 4: 0.207, 0.121, -0.404, -0.792


Entry 2:
The following is a quantum chemistry calculation of C25H46ErO3P2S as an isolated structure, from the OMol25 dataset.

ORCA input file:
```
! RIJCOSX wB97M-V def2-TZVPD def2/J DEFGRID3
* xyz 1 4
Er -1.148 1.103 2.041
S -2.502 -1.285 2.636
P -0.806 -0.680 -3.855
P -0.937 2.259 -4.207
O -3.425 -2.041 1.850
O -2.907 0.151 2.995
O -1.150 -1.050 1.922
C 0.149 0.628 4.332
C -1.641 1.828 5.786
C -2.271 -1.762 -3.557
C 1.774 -0.758 -1.642
C 2.974 -1.350 -1.496
C 0.437 -3.402 0.232
C 1.490 -3.172 1.034
C 2.891 -2.871 0.634
C 3.223 -2.706 -0.886
C 0.458 -0.408 5.345
C -0.417 2.767 3.733
C 0.218 -2.752 -1.099
C -2.079 -2.102 4.157
C 0.540 -1.883 -4.238
C -0.736 1.699 4.609
C 0.822 2.334 -4.802
C 2.091 0.152 2.673
C 1.233 3.190 1.757
C 0.512 -1.224 -0.995
C 0.988 1.006 3.209
C -1.171 -0.182 -5.630
C -1.634 1.268 -5.658
C -1.157 4.048 3.732
C 0.697 2.389 2.904
C -1.485 3.852 -4.946
H 1.264 3.246 -4.376
H -2.384 -1.921 -2.475
H -2.549 1.235 5.599
H 0.494 -0.964 0.084
H -1.332 4.368 4.771
H -1.013 4.688 -4.424
H 1.292 -0.111 6.008
H -0.263 -0.328 -6.233
H 2.223 3.613 2.010
H 0.320 -2.820 -3.704
H 1.506 -1.484 -3.875
H -2.798 -2.911 4.318
H 1.696 0.096 -2.329
H 3.281 -1.994 1.173
H 0.879 2.393 -5.898
H -0.824 -2.906 -1.427
H 1.383 -3.367 2.112
H -3.176 -1.265 -3.933
H 3.056 0.453 3.115
H -0.326 -0.676 -1.470
H -2.109 -1.414 5.006
H 3.472 -3.739 1.014
H -1.236 3.912 -6.011
H -2.149 -2.729 -4.064
H 0.832 -3.190 -1.893
H 0.608 -2.076 -5.323
H -1.379 1.754 -6.609
H 0.559 4.036 1.526
H -0.406 -0.578 6.003
H -1.072 -2.512 4.015
H -1.939 -0.858 -6.028
H 1.933 -0.920 2.900
H 1.363 2.585 0.834
H 2.199 0.206 1.578
H -2.570 3.936 -4.840
H 0.706 -1.370 4.875
H -1.916 2.880 5.954
H -0.353 -4.104 0.535
H 4.305 -2.901 -1.003
H -0.594 4.845 3.229
H -1.144 1.485 6.710
H -2.143 3.912 3.251
H -2.726 1.317 -5.542
H 2.719 -3.521 -1.434
H 3.875 -0.817 -1.849
H 1.401 1.470 -4.450
*
```

LUMO energy (spin up / spin down)	-4.2 / -4.1	eV
energy above the lowest of the compared OMol25 structures with the same formula, charge and spin	0.5	kcal/mol
maximum force	0.0320	hartree/bohr
HOMO energy (spin up / spin down)	-9.7 / -9.7	eV
HOMO-LUMO gap (spin up / spin down)	0.202 / 0.205	Ha

These are the Mulliken partial charges, in e, on atoms 1 to 4: 0.815, 1.377, 1.072, 0.350


Entry 3:
The following is a quantum chemistry calculation of a 2-piece molecular cluster, CH2FNO overall, from the OMol25 dataset.

ORCA input file:
```
! RIJCOSX wB97M-V def2-TZVPD def2/J DEFGRID3
* xyz 0 1
F -1.274 1.154 0.022
O -1.483 -1.091 0.173
N 1.117 0.086 -0.405
C -0.870 -0.060 0.031
H 1.161 -0.902 -0.115
H 1.348 0.813 0.294
*
```

LUMO energy	0.1	eV
energy above the lowest of the compared OMol25 structures with the same formula, charge and spin	65.5	kcal/mol
maximum force	0.1001	hartree/bohr
HOMO energy	-10.7	eV
HOMO-LUMO gap	0.398	Ha

These are the Mulliken partial charges, in e, on atoms 1 to 4: -0.127, -0.354, -0.559, 0.544